Record 1
Density functional theory data (ωB97M-V with the def2-TZVPD basis set) for 11 unconnected molecules or ions with the total composition C84H54Br6F4O22.

Its HOMO energy is -9.70 eV. The total energy is -20731.94809 hartree. The spin multiplicity is 1.

Each line ends with the Mulliken charge.
Positions of all 170 atoms, in Å:
1 O -4.778 -0.638 -9.282  -0.66
2 C -5.993 -0.310 -9.324  0.22
3 C -6.898 0.021 -8.173  0.22
4 C -6.407 0.016 -6.884  -0.69
5 C -7.067 0.484 -5.737  -0.66
6 C -8.439 0.739 -5.852  -0.29
7 C -9.013 0.639 -7.096  -0.81
8 C -8.216 0.323 -8.263  0.86
9 C -8.883 0.323 -9.565  0.56
10 O -10.125 0.467 -9.691  -0.67
11 C -7.980 0.205 -10.788  0.29
12 C -8.458 0.533 -12.084  -0.56
13 C -7.680 0.396 -13.227  -0.54
14 C -6.290 0.133 -13.043  -0.42
15 C -5.760 -0.084 -11.736  -0.64
16 C -6.615 -0.083 -10.668  0.63
17 H -5.389 -0.170 -6.576  0.39
18 H -6.673 0.467 -4.732  0.41
19 H -8.908 1.046 -4.928  0.40
20 H -10.041 0.948 -7.213  0.41
21 H -9.526 0.631 -12.210  0.40
22 H -8.233 0.472 -14.152  0.41
23 H -5.708 0.064 -13.950  0.38
24 H -4.755 -0.481 -11.754  0.39
25 O 4.929 10.560 6.127  -0.64
26 C 4.047 9.741 6.481  0.34
27 C 2.602 10.212 6.517  0.61
28 C 2.245 11.407 5.844  -0.50
29 C 0.909 11.864 5.889  -0.49
30 C -0.018 11.194 6.677  -0.54
31 C 0.350 10.047 7.425  -0.48
32 C 1.659 9.499 7.349  0.15
33 C 2.029 8.090 8.027  0.48
34 O 1.287 7.496 8.818  -0.63
35 C 3.342 7.543 7.593  0.33
36 C 3.637 6.281 8.150  -0.80
37 C 4.895 5.752 7.914  -0.32
38 C 5.844 6.428 7.208  -0.71
39 C 5.608 7.698 6.836  -0.44
40 C 4.368 8.305 6.974  0.42
41 H 2.869 11.982 5.177  0.40
42 H 0.637 12.801 5.426  0.40
43 H -1.080 11.323 6.528  0.35
44 H -0.494 9.653 7.971  0.39
45 H 2.931 5.714 8.739  0.44
46 H 5.183 4.748 8.188  0.36
47 H 6.782 5.908 7.075  0.41
48 H 6.372 8.389 6.514  0.46
49 O 4.494 3.056 -3.644  -0.65
50 C 4.905 2.943 -2.475  0.59
51 C 5.127 4.143 -1.655  0.61
52 C 4.563 5.422 -2.017  -1.17
53 C 4.627 6.410 -1.056  -0.18
54 C 5.164 6.237 0.190  -0.61
55 C 5.624 4.965 0.523  -0.37
56 C 5.816 3.991 -0.426  0.17
57 C 6.304 2.681 0.113  0.45
58 O 6.642 2.584 1.316  -0.65
59 C 6.145 1.460 -0.770  0.55
60 C 6.670 0.201 -0.362  -0.67
61 C 6.419 -0.933 -1.183  -0.24
62 C 5.712 -0.855 -2.366  -0.73
63 C 5.176 0.466 -2.756  -0.48
64 C 5.405 1.621 -1.994  0.08
65 H 4.188 5.707 -2.989  0.46
66 H 4.146 7.373 -1.148  0.37
67 H 5.117 6.976 0.976  0.43
68 H 5.998 5.036 1.533  0.38
69 H 7.208 -0.022 0.547  0.43
70 H 6.616 -1.892 -0.727  0.34
71 H 5.370 -1.818 -2.714  0.36
72 H 4.612 0.572 -3.671  0.52
73 O 6.338 -13.535 3.574  -0.67
74 C 5.102 -13.777 3.719  0.40
75 C 4.587 -15.013 4.301  0.51
76 C 5.517 -15.966 4.590  -0.43
77 C 5.128 -17.189 5.111  -0.39
78 C 3.797 -17.484 5.286  -0.49
79 C 2.844 -16.507 5.180  -0.82
80 C 3.230 -15.192 4.677  0.35
81 C 2.146 -14.223 4.420  0.46
82 O 0.948 -14.432 4.671  -0.65
83 C 2.684 -12.938 3.829  0.51
84 C 1.743 -11.921 3.686  -0.71
85 C 2.190 -10.618 3.235  -0.28
86 C 3.520 -10.310 3.105  -0.70
87 C 4.436 -11.372 3.306  -0.27
88 C 4.059 -12.706 3.593  0.12
89 H 6.576 -16.065 4.405  0.36
90 H 5.915 -17.924 5.192  0.36
91 H 3.670 -18.493 5.650  0.35
92 H 1.807 -16.766 5.338  0.41
93 H 0.665 -11.975 3.725  0.39
94 H 1.405 -9.904 3.034  0.37
95 H 3.764 -9.274 2.921  0.40
96 H 5.483 -11.183 3.116  0.44
97 O -0.589 -1.780 0.890  -0.66
98 C -0.371 -0.834 0.061  0.31
99 C -0.127 0.555 0.566  0.41
100 C 0.102 0.923 1.970  -0.50
101 C 0.302 2.239 2.410  -0.53
102 C 0.233 3.230 1.483  -0.53
103 C 0.148 2.901 0.096  -0.63
104 C -0.186 1.639 -0.375  0.27
105 C -0.268 1.326 -1.888  0.35
106 O -0.394 2.193 -2.773  -0.68
107 C -0.091 -0.106 -2.354  0.36
108 C 0.012 -0.476 -3.685  -0.43
109 C 0.176 -1.792 -4.036  -0.81
110 C 0.523 -2.696 -3.042  -0.29
111 C 0.325 -2.401 -1.688  -0.67
112 C -0.145 -1.150 -1.390  0.60
113 H 0.239 0.105 2.663  0.44
114 H 0.312 2.598 3.429  0.39
115 H 0.405 4.195 1.936  0.38
116 H 0.094 3.669 -0.662  0.48
117 H -0.072 0.292 -4.439  0.52
118 H 0.454 -2.047 -5.048  0.34
119 H 0.951 -3.639 -3.349  0.41
120 H 0.481 -3.162 -0.938  0.46
121 O -6.640 6.059 -7.873  -0.55
122 C -5.415 6.228 -7.985  0.72
123 O -4.829 6.943 -9.002  -0.38
124 C -3.452 7.492 -8.732  -0.22
125 C -3.247 6.594 -7.462  0.26
126 F -2.656 7.386 -6.518  -0.28
127 O -4.522 6.076 -7.039  -0.27
128 H -2.715 7.380 -9.528  0.26
129 H -3.595 8.548 -8.506  0.23
130 H -2.453 5.853 -7.552  0.23
131 O 0.032 -1.426 11.590  -0.49
132 C -0.543 -0.418 11.591  0.64
133 O -0.594 0.525 12.640  -0.34
134 C -1.440 1.528 12.305  -0.41
135 C -1.783 1.199 10.936  0.22
136 F -0.870 1.905 10.210  -0.29
137 O -1.437 -0.157 10.773  -0.27
138 H -2.309 1.333 12.933  0.29
139 H -1.246 2.582 12.507  0.33
140 H -2.786 1.417 10.569  0.31
141 O -7.927 -3.596 6.901  -0.52
142 C -6.913 -3.676 6.233  0.63
143 O -6.793 -3.472 4.867  -0.32
144 C -5.492 -3.620 4.476  -0.31
145 C -4.821 -3.466 5.790  0.31
146 F -4.392 -2.199 6.030  -0.31
147 O -5.709 -3.740 6.750  -0.28
148 H -5.222 -4.631 4.169  0.26
149 H -5.265 -2.985 3.620  0.30
150 H -3.933 -4.094 5.863  0.24
151 O -1.373 11.509 -0.774  -0.52
152 C -2.359 10.874 -0.497  0.67
153 O -2.301 9.799 0.296  -0.34
154 C -3.504 9.032 0.199  -0.44
155 C -4.415 9.999 -0.407  0.34
156 F -5.117 10.784 0.376  -0.26
157 O -3.511 10.783 -1.193  -0.31
158 H -3.183 8.142 -0.342  0.29
159 H -3.863 8.652 1.156  0.31
160 H -5.145 9.380 -0.928  0.27
161 Br 3.891 -6.456 -9.827  0.00
162 C 5.584 -7.428 -10.038  -0.30
163 Br 5.445 -9.379 -9.576  0.00
164 Br 7.170 -6.476 -9.096  -0.05
165 H 5.898 -7.248 -11.066  0.36
166 Br 0.108 -11.845 -8.875  -0.02
167 C 0.090 -11.950 -6.869  -0.19
168 Br -0.077 -13.651 -5.910  -0.02
169 Br -0.717 -10.429 -5.819  -0.03
170 H 1.139 -11.776 -6.628  0.26

Record 2
Density functional theory data (ωB97M-V with the def2-TZVPD basis set) for a molecular structure, C19H39O2P3RuS.

Its HOMO energy (spin up / spin down) is -21.44 / -21.33 eV. Its total charge is +4. The total energy is -2413.13346 hartree. The energy relative to the best compared isomer or geometry (same formula, charge and spin) is 323.9 kJ/mol. The spin multiplicity is 5.

Each line ends with the Mulliken spin population.
Positions of all 65 atoms, in Å:
1 P -1.744 -1.356 -1.291  0.20
2 C -1.983 -3.217 -0.941  0.01
3 H -2.673 -3.665 -1.655  0.00
4 H -2.402 -3.375 0.053  0.00
5 H -1.044 -3.765 -1.007  0.00
6 C -3.606 -1.033 -1.096  0.03
7 H -3.914 -0.110 -1.582  0.00
8 H -3.864 -0.977 -0.038  0.00
9 H -4.191 -1.836 -1.546  0.01
10 C -1.619 -1.652 -3.164  0.01
11 H -2.515 -2.150 -3.536  0.01
12 H -0.765 -2.290 -3.387  0.00
13 H -1.491 -0.727 -3.723  0.00
14 P 2.513 0.507 -1.487  0.36
15 C 3.903 -0.798 -1.575  0.03
16 H 4.825 -0.364 -1.962  0.01
17 H 3.628 -1.614 -2.243  0.00
18 H 4.127 -1.217 -0.595  0.00
19 C 2.664 0.858 -3.349  0.05
20 H 2.254 1.830 -3.616  0.00
21 H 2.141 0.087 -3.915  0.00
22 H 3.708 0.860 -3.662  0.01
23 C 3.688 1.818 -0.771  0.04
24 H 4.537 1.979 -1.434  0.01
25 H 4.075 1.488 0.193  0.00
26 H 3.196 2.776 -0.615  -0.01
27 P -0.054 0.996 2.351  0.10
28 C 0.662 0.075 3.862  0.01
29 H 0.266 0.481 4.793  0.00
30 H 1.746 0.180 3.904  0.00
31 H 0.421 -0.986 3.840  0.00
32 C 0.594 2.661 2.996  0.01
33 H 0.483 2.733 4.078  0.00
34 H 0.051 3.503 2.568  0.00
35 H 1.652 2.766 2.754  0.00
36 C -1.807 0.974 3.087  0.00
37 H -1.820 1.459 4.064  0.01
38 H -2.145 -0.053 3.221  0.00
39 H -2.532 1.477 2.451  0.00
40 Ru 0.295 -0.080 -0.088  2.23
41 C 1.019 -1.874 -1.091  0.03
42 O 1.389 -2.830 -1.588  -0.01
43 C 2.067 -0.439 1.130  0.04
44 O 2.997 -0.657 1.752  -0.01
45 C -0.173 3.454 -0.501  0.00
46 C -1.450 3.169 -0.146  0.12
47 C -2.224 2.352 -0.865  0.09
48 C -1.828 2.131 -2.143  0.08
49 C -0.580 2.373 -2.555  0.05
50 C 0.153 3.201 -1.772  0.16
51 H 0.447 4.113 0.085  0.00
52 H -1.861 3.614 0.744  0.00
53 H -3.231 2.152 -0.537  0.01
54 H -2.537 1.745 -2.855  0.01
55 H -0.311 2.170 -3.579  0.00
56 H 1.030 3.674 -2.180  0.00
57 C 0.443 -3.223 1.872  0.02
58 S -0.637 -1.786 1.472  0.22
59 C -1.809 -2.654 2.598  0.06
60 H 1.422 -3.060 1.385  0.00
61 H 0.059 -4.170 1.436  0.00
62 H 0.683 -3.287 2.956  0.00
63 H -1.517 -2.542 3.663  0.02
64 H -2.795 -2.163 2.474  0.00
65 H -2.017 -3.707 2.310  0.01